Molecular formula: C4H9N
Method: DFT, ωB97M-V/def2-TZVPD

The geometry in XYZ format:
```
14
Properties=species:S:1:pos:R:3:nbo_charge:R:1
C 0.62252 1.60363 1.28805 -0.05
N -0.08007 1.27483 0.30898 -0.40
C -1.45946 0.91498 0.50056 -0.45
H 1.65679 1.88757 0.88026 0.16
H 0.55136 1.57649 2.34236 0.16
H -1.45244 -0.00479 0.89197 0.20
H -1.84700 0.84629 -0.63680 0.19
H -2.20524 1.55214 0.94906 0.21
C 0.29631 -1.94190 -1.58265 -0.40
C 1.15691 -1.31616 -0.77241 -0.41
H 0.11592 -2.98697 -1.55705 0.20
H -0.13802 -1.30416 -2.28040 0.19
H 1.78962 -1.84367 0.00093 0.17
H 0.99280 -0.25830 -0.33283 0.23
```

The calculation puts the strongest force on any atom at 5.8 eV/Å. As for the total energy: -5780.394 eV. The structure (SMILES) is C=NC.C=C. The calculation puts the frontier orbital gap at 10.5 eV. As for the energy relative to the best compared isomer or geometry (same formula, charge and spin): 329.8 kJ/mol. For the HOMO energy, the calculation gives -9.4 eV.

---

Molecular formula: C27H39BeBr2CaLiN2O13PS4
Method: DFT, ωB97M-V/def2-TZVPD

The geometry in XYZ format:
```
91
Properties=species:S:1:pos:R:3:lowdin_charge:R:1
C -1.88536 -3.80149 -4.70009 0.12
C -1.02452 -4.60512 -4.52260 -0.17
C 0.02162 -5.59947 -4.21898 -0.23
C 0.68733 -5.11824 -2.84969 -0.14
C 2.03551 -4.74931 -2.57370 -0.15
C 2.35996 -4.29808 -1.25016 -0.33
P 4.12720 -3.80838 -1.04851 0.40
S 4.99530 -4.41792 0.57133 0.19
C 1.46518 -4.20877 -0.23480 -0.15
C 1.78136 -3.68661 1.15070 -0.29
C 2.03211 -2.21946 1.19293 -0.30
C 0.76816 -1.33566 1.14958 -0.14
C 0.32891 -0.91840 -0.24007 -0.14
O 1.03507 0.29006 -0.61223 -0.03
C 0.86893 0.54385 -1.93236 -0.53
C 1.86331 0.00333 -2.94462 0.02
O -0.07824 1.17237 -2.32131 0.10
C 0.10945 -4.58456 -0.44990 -0.32
N -0.87778 -4.54905 0.41443 -0.17
S -2.18799 -5.04553 -0.40915 1.10
N -1.51806 -5.32921 -1.82418 -0.22
C -0.22146 -5.02873 -1.77349 -0.31
H -2.64388 -3.07941 -4.50532 0.04
H 0.69741 -5.59727 -5.08292 -0.12
H -0.43228 -6.58694 -4.15233 0.13
H 2.85910 -4.77755 -3.33112 -0.11
H 4.77667 -4.23818 -2.22896 -0.03
H 4.10810 -2.39663 -1.11554 -0.02
H 2.58595 -4.26557 1.64626 0.04
H 0.85553 -3.83270 1.76642 0.05
H 2.49770 -2.09793 2.16322 -0.16
H 2.69954 -1.85475 0.41012 0.10
H 1.03529 -0.42284 1.69787 0.09
H -0.04588 -1.79577 1.71992 0.11
H -0.75081 -0.72799 -0.25707 0.13
H 0.53306 -1.66297 -1.02305 0.12
H 2.86501 0.02020 -2.50663 0.08
H 1.58639 -1.00353 -3.26406 0.07
H 1.88845 0.65116 -3.81804 0.08
C 2.02844 2.95320 1.26881 -0.05
C 2.71306 1.92680 2.19015 -0.75
O 4.00300 1.91579 2.19554 -0.19
O 1.94790 1.22708 2.84777 -0.02
H 2.76035 3.55755 0.72822 0.07
H 1.39831 2.44050 0.54331 0.06
H 1.41155 3.59550 1.87537 0.06
Ca 2.47648 -5.18791 -5.21199 0.58
C 1.51505 7.43977 1.20449 -0.08
C 0.50820 6.45201 0.59825 -0.59
O 0.82723 5.10217 0.75606 -0.40
H 2.50902 7.32212 0.76683 0.07
H 1.18466 8.45988 1.00606 0.08
H 1.60005 7.32713 2.28895 0.07
H 0.44336 6.78823 -0.43323 0.03
H -0.46257 6.75811 1.00811 0.10
Li 4.44350 3.65761 3.16393 0.85
C -1.31040 0.37398 2.96113 -0.23
C -2.18874 1.32472 2.13689 -0.21
C -3.60041 1.27700 2.73643 -0.23
S -3.37942 0.85293 4.47779 0.66
O -3.97374 -0.43465 4.69173 -0.30
O -3.71883 1.99666 5.29244 -0.34
C -1.60720 0.67279 4.41962 -0.21
H -0.25184 0.50611 2.73672 0.07
H -1.58070 -0.66208 2.73588 0.11
H -1.78503 2.33831 2.20802 0.11
H -2.19677 1.05015 1.08026 0.10
H -4.11164 2.23416 2.65816 0.09
H -4.20551 0.49666 2.27838 0.10
H -1.30057 -0.12172 5.09464 0.09
H -1.16635 1.62076 4.72882 0.11
Br -0.54951 4.74728 -0.77325 0.80
Be 1.72264 -3.67106 3.42250 0.50
Br 3.43276 -1.94061 3.93525 0.11
O -3.56191 -2.83055 7.62732 -0.29
S -2.30283 -2.36472 7.03783 0.20
O -2.26778 -0.89404 7.01546 -0.36
O -2.18518 -2.90807 5.66570 -0.31
O -1.15143 -2.85760 7.81688 -0.32
O -3.42910 3.39377 -7.23094 0.12
C -2.90139 3.42305 -6.15907 -0.49
O -1.56483 3.29757 -5.98597 0.03
C -1.25234 3.26273 -4.57775 -0.16
C -2.43282 3.93007 -3.89186 -0.18
C -3.58991 3.55481 -4.81207 -0.07
H -1.13000 2.22408 -4.27293 0.11
H -0.31855 3.79227 -4.40119 0.12
H -2.56480 3.61066 -2.85890 0.09
H -2.30044 5.01451 -3.89440 0.12
H -4.02906 2.59261 -4.54544 0.13
H -4.35530 4.32495 -4.84266 0.12
```

The calculation puts the strongest force on any atom at 5.0 eV/Å. As for the total energy: -269975.153 eV. The calculation puts the frontier orbital gap at 2.6 eV. As for the energy relative to the best compared isomer or geometry (same formula, charge and spin): 0.0 kJ/mol. For the HOMO energy, the calculation gives -3.7 eV. The charge is -1.

---

Molecular formula: C17H29ClSi2Y
Method: DFT, ωB97M-V/def2-TZVPD

The geometry in XYZ format:
```
50
Properties=species:S:1:pos:R:3:nbo_charge:R:1
C 2.39193 -2.54901 0.39865 -0.37
C 2.37330 -2.48713 -1.03865 -0.38
C 1.02749 -2.74546 -1.44951 -0.41
H 3.24206 -2.29896 -1.67990 0.27
C 0.23525 -3.00079 -0.28303 -0.37
C 1.08411 -2.89226 0.86511 -0.35
H 0.83037 -3.13101 1.90494 0.24
H 3.26794 -2.46296 1.02947 0.25
H 0.67716 -2.74895 -2.46869 0.26
H -0.81646 -3.30086 -0.25707 0.24
Y 1.02493 -0.52213 -0.29677 1.88
Cl 3.32558 0.47611 0.03453 -0.62
C 1.55271 1.78568 -4.18536 -0.38
C 0.31274 1.14308 -4.53165 -0.39
C 0.62932 -0.07145 -5.22510 -0.37
H -0.68090 1.53574 -4.34493 0.18
C 2.05257 -0.17311 -5.31305 -0.37
C 2.62079 0.96936 -4.67267 -0.35
H 3.69145 1.20878 -4.61048 0.19
H 1.64988 2.74803 -3.68546 0.18
H -0.09596 -0.76854 -5.65629 0.18
H 2.60859 -0.96894 -5.82670 0.18
C -2.46681 0.60192 3.75177 -1.13
Si -1.27940 -0.54881 2.83268 1.72
C 0.34723 -0.64510 3.79312 -1.12
C -1.97552 -2.29572 2.80249 -1.12
C -0.90729 -0.03856 1.07417 -1.80
Si -1.02952 1.72900 0.53136 1.66
C 0.01489 2.77957 1.69806 -1.12
C -0.20485 1.84802 -1.18694 -1.14
C -2.75969 2.43330 0.55533 -1.12
H -2.61656 0.24390 4.78481 0.23
H -3.45735 0.65104 3.27305 0.23
H -2.10082 1.63711 3.81596 0.23
H 0.20896 -0.96750 4.83607 0.22
H 1.03127 -1.35909 3.32259 0.23
H 0.86618 0.31940 3.81180 0.23
H -2.91028 -2.34657 2.22777 0.23
H -1.27350 -2.99859 2.33474 0.23
H -2.18105 -2.66142 3.82019 0.22
H -1.56616 -0.67613 0.41500 0.25
H 1.08904 2.62926 1.52184 0.25
H -0.23181 3.83605 1.51662 0.23
H -0.19609 2.53911 2.74735 0.23
H -0.71244 1.24718 -1.95501 0.27
H -0.26261 2.89846 -1.50146 0.28
H 0.88891 1.63220 -1.21482 0.22
H -3.45476 1.86226 -0.07965 0.24
H -3.17244 2.43369 1.57716 0.24
H -2.69240 3.47077 0.18650 0.23
```

The calculation puts the strongest force on any atom at 1.3 eV/Å. As for the total energy: -47424.520 eV. The calculation puts the frontier orbital gap at 5.6 eV. For the HOMO energy, the calculation gives -3.1 eV. The charge is -1.

---

Molecular formula: H20O10
Method: DFT, ωB97M-V/def2-TZVPD

The geometry in XYZ format:
```
30
Properties=species:S:1:pos:R:3:nbo_charge:R:1
O -0.31225 3.50582 0.02695 -0.97
H 0.05180 3.24393 0.89389 0.50
H -1.25390 3.31915 0.09444 0.46
O -1.30425 -2.76680 -2.75460 -0.94
H -0.66612 -2.04420 -2.79420 0.48
H -2.14323 -2.36678 -3.00013 0.46
O 1.28716 -0.54596 2.97300 -0.96
H 1.11984 -0.25573 2.06663 0.47
H 2.24651 -0.52944 3.06392 0.48
O -1.52852 -0.07391 -1.65352 -0.96
H -1.91573 0.42670 -2.37945 0.48
H -2.28601 -0.46071 -1.19451 0.49
O 0.55961 0.76814 -3.60469 -0.92
H -0.38137 0.81045 -3.45743 0.45
H 0.69848 1.26224 -4.42141 0.47
O 0.25073 -2.76027 0.49336 -0.93
H -0.65279 -2.64197 0.18095 0.46
H 0.60947 -1.86535 0.58281 0.47
O 3.21250 -1.79488 0.36675 -0.95
H 2.47763 -1.23736 0.07970 0.48
H 3.64349 -2.06541 -0.45005 0.47
O 0.74693 0.12500 -0.02294 -1.01
H 0.66325 1.03640 0.29778 0.50
H 0.03245 0.03462 -0.68831 0.51
O 0.14126 2.42182 2.57168 -0.99
H -0.63202 1.83540 2.52568 0.50
H 0.28044 2.57961 3.51097 0.49
O -1.87334 0.31483 2.10686 -0.96
H -1.77679 -0.02356 3.00758 0.49
H -1.29521 -0.25179 1.57826 0.48
```

The calculation puts the strongest force on any atom at 0.5 eV/Å. As for the total energy: -20799.861 eV. The structure (SMILES) is O.O.O.O.O.O.O.O.O.O. The calculation puts the frontier orbital gap at 10.3 eV. As for the energy relative to the best compared isomer or geometry (same formula, charge and spin): 265.5 kJ/mol. For the HOMO energy, the calculation gives -10.8 eV.

---

Number 1: LUMO 1.1 eV. Number 2: LUMO -1.0 eV. Number 3: LUMO 2.5 eV. Number 4: LUMO -0.5 eV.